Below is a cluster of 13 separate species, C24H72F6O12P in total, with properties calculated with wB97M-V/def2-TZVPD.

XYZ file:
```
115
C24H72F6O12P, DFT wB97M-V/def2-TZVPD
P -0.194 -0.374 -0.619
F 1.106 -0.518 0.320
F -0.810 0.524 0.550
F 0.433 1.018 -1.149
F -1.519 -0.229 -1.537
F 0.592 -1.178 -1.795
F -0.801 -1.725 0.027
C -1.161 -4.010 -2.321
O -2.137 -3.027 -2.206
H -1.596 -4.972 -2.592
H -0.485 -3.759 -3.139
H -0.613 -4.267 -1.415
H -1.822 -2.239 -1.757
C 1.927 -4.124 1.479
O 0.586 -3.794 1.368
H 2.381 -3.785 0.548
H 2.427 -3.708 2.354
H 2.064 -5.205 1.473
H 0.520 -2.903 1.016
C 3.982 2.862 -2.415
O 2.958 3.710 -1.975
H 4.943 3.272 -2.103
H 3.949 1.819 -2.101
H 4.031 2.860 -3.504
H 2.114 3.253 -2.009
C -2.821 1.851 5.123
C -1.333 1.570 5.198
C -0.693 1.803 3.818
O -0.720 2.333 6.145
H -3.412 1.549 5.987
H -3.317 1.446 4.241
H -3.053 2.916 5.118
H -1.297 0.524 5.501
H -1.109 1.262 2.968
H 0.367 1.553 3.775
H -0.769 2.842 3.498
H -0.974 2.003 7.010
C -4.390 -2.275 4.348
C -3.302 -2.754 3.403
C -2.038 -1.870 3.493
O -3.001 -4.060 3.868
H -5.251 -2.936 4.243
H -4.726 -1.308 3.973
H -4.034 -2.158 5.371
H -3.650 -2.823 2.373
H -1.222 -2.258 2.885
H -1.602 -1.928 4.490
H -2.249 -0.854 3.162
H -2.494 -4.532 3.204
C -1.118 4.413 -3.650
C -1.463 3.651 -2.362
C -0.869 4.057 -1.049
O -2.855 3.766 -2.092
H -1.679 4.029 -4.502
H -0.062 4.285 -3.889
H -1.278 5.487 -3.561
H -1.293 2.591 -2.551
H -1.436 3.665 -0.204
H -0.821 5.145 -1.089
H 0.184 3.788 -0.970
H -3.102 3.038 -1.517
C 4.206 -0.146 4.357
C 3.197 -0.529 3.316
C 2.116 -1.512 3.830
O 2.557 0.582 2.688
H 5.117 0.203 3.872
H 4.443 -1.054 4.912
H 3.821 0.632 5.016
H 3.723 -1.076 2.534
H 1.575 -1.053 4.657
H 2.482 -2.502 4.101
H 1.329 -1.687 3.095
H 2.023 0.258 1.959
C -0.922 0.638 -7.558
C -0.958 0.987 -6.059
C -0.715 -0.321 -5.281
O 0.144 1.840 -5.747
H -1.229 1.461 -8.203
H -1.702 -0.091 -7.778
H 0.034 0.189 -7.828
H -1.913 1.429 -5.774
H -0.876 -0.162 -4.215
H 0.225 -0.831 -5.493
H -1.462 -1.059 -5.576
H 0.102 2.579 -6.358
C 4.255 -0.745 -0.488
C 5.558 -1.483 -0.174
C 5.445 -2.921 -0.508
O 6.565 -0.960 -0.944
H 4.298 0.285 -0.132
H 3.357 -1.195 -0.065
H 4.043 -0.605 -1.547
H 5.711 -1.425 0.904
H 6.293 -3.521 -0.177
H 5.253 -3.144 -1.557
H 4.529 -3.374 -0.127
H 7.364 -1.028 -0.416
C -5.117 2.101 0.739
C -3.843 1.264 0.615
C -4.076 -0.251 0.850
O -3.273 1.424 -0.698
H -5.523 2.290 1.732
H -5.901 1.566 0.203
H -4.971 3.095 0.316
H -3.120 1.609 1.353
H -4.720 -0.687 0.086
H -4.536 -0.498 1.807
H -3.100 -0.735 0.823
H -2.512 0.843 -0.633
O 2.410 -1.457 -4.205
H 1.804 -1.858 -3.583
H 2.385 -0.523 -3.996
O 1.759 1.240 -3.657
H 1.218 1.215 -2.868
H 1.137 1.386 -4.370
```

Summary:
Charge ... -1
LUMO energy ... 2.4 eV
Maximum force ... 0.05865 Eh/bohr

***

Below is a structure of composition C18H9F7NRhS, with properties calculated with wB97M-V/def2-TZVPD.

XYZ file:
```
37
C18H9F7NRhS, DFT wB97M-V/def2-TZVPD
Rh 0.138 0.207 0.770
C -2.910 -0.125 3.928
C -3.855 0.856 3.544
C -3.628 1.583 2.419
C -2.444 1.361 1.637
N -1.517 0.383 2.055
C -1.775 -0.309 3.146
C -2.113 2.032 0.488
C -2.922 3.092 -0.098
C -2.505 3.706 -1.218
C -1.263 3.350 -1.844
C -0.451 2.353 -1.296
C -0.829 1.654 -0.178
H -3.054 -0.726 4.812
H -4.745 1.016 4.136
H -4.338 2.332 2.101
H -1.038 -1.056 3.416
H -3.848 3.393 0.370
H -3.107 4.493 -1.652
H -0.962 3.865 -2.745
H 0.484 2.108 -1.779
F 4.030 -5.231 1.208
C 2.986 -4.468 0.871
C 2.580 -3.443 1.708
F 3.226 -3.214 2.853
C 1.502 -2.670 1.329
F 1.069 -1.674 2.155
C 0.792 -2.863 0.159
S -0.536 -1.789 -0.286
C 1.219 -3.899 -0.655
F 0.599 -4.145 -1.811
C 2.303 -4.696 -0.311
F 2.694 -5.685 -1.116
F 2.435 1.788 0.064
C 1.922 0.533 -0.161
F 1.960 0.381 -1.523
H 2.681 -0.172 0.230
```

Summary:
LUMO energy (spin up / spin down) ... 0.3 / -3.2 eV
Maximum force ... 0.01439 Eh/bohr
Energy above the lowest of the compared OMol25 structures with the same formula, charge and spin ... 21.0 kcal/mol
Multiplicity ... 5

***

Below is a cluster of 2 separate species, C2H8NS2 in total, with properties calculated with wB97M-V/def2-TZVPD.

XYZ file:
```
13
C2H8NS2, DFT wB97M-V/def2-TZVPD
C -1.084 -1.608 -1.952
C 0.176 -3.502 -0.916
N -0.991 -2.902 -1.320
H -1.731 -0.931 -1.394
H -1.469 -1.716 -2.971
H -0.087 -1.171 -2.010
H 1.081 -2.919 -0.874
H 0.153 -4.545 -0.663
H -1.868 -3.361 -1.142
S -0.449 1.656 0.585
S 1.394 2.068 1.433
H 0.012 1.026 -0.505
H 1.468 0.973 2.204
```

Summary:
LUMO energy (spin up / spin down) ... 0.3 / 0.3 eV
Maximum force ... 0.00669 Eh/bohr
Energy above the lowest of the compared OMol25 structures with the same formula, charge and spin ... 13.0 kcal/mol
Multiplicity ... 2

***

Below is a structure of composition C35H30BMnN9O, with properties calculated with wB97M-V/def2-TZVPD.

XYZ file:
```
77
C35H30BMnN9O, DFT wB97M-V/def2-TZVPD
Mn -0.239 -0.041 -0.501
C -0.598 3.381 2.617
C -0.226 2.539 1.557
N -1.050 1.702 0.973
C -2.340 1.685 1.373
C -2.808 2.475 2.428
C -1.891 3.329 3.061
C -4.194 2.407 2.820
C -5.050 1.608 2.162
C -4.606 0.806 1.048
C -5.484 -0.017 0.325
C -5.003 -0.750 -0.724
C -3.636 -0.657 -1.039
N -2.794 0.107 -0.382
C -3.267 0.833 0.654
H 0.132 4.041 3.064
H 0.787 2.555 1.171
H -2.222 3.947 3.888
H -4.528 3.016 3.651
H -6.093 1.559 2.451
H -6.529 -0.060 0.607
H -5.645 -1.397 -1.305
H -3.211 -1.238 -1.848
C 3.853 -1.744 -2.205
C 4.191 -0.783 -3.146
C 3.329 0.271 -3.378
C 2.130 0.361 -2.664
N 1.827 -0.564 -1.745
C 2.657 -1.583 -1.530
C 1.139 1.472 -2.853
C 1.323 2.397 -3.885
C 0.405 3.414 -4.085
C -0.700 3.501 -3.245
C -0.860 2.573 -2.225
C 0.035 1.521 -1.984
H 4.489 -2.593 -1.998
H 5.120 -0.855 -3.698
H 3.589 1.024 -4.107
H 2.336 -2.304 -0.786
H 2.173 2.333 -4.553
H 0.547 4.127 -4.888
H -1.431 4.289 -3.393
H -1.740 2.672 -1.591
B -0.265 -3.686 -0.572
N -0.905 -2.914 0.628
C -1.529 -3.516 1.647
C -1.726 -2.597 2.663
C -1.161 -1.428 2.162
N -0.664 -1.622 0.938
N -0.514 -2.958 -1.933
C -0.428 -3.541 -3.138
C -0.710 -2.596 -4.107
C -0.971 -1.434 -3.377
N -0.854 -1.663 -2.071
H 0.930 -3.805 -0.372
H -0.811 -4.767 -0.609
H -1.785 -4.559 1.577
H -2.197 -2.752 3.618
H -1.100 -0.455 2.625
H -0.171 -4.585 -3.220
H -0.722 -2.729 -5.175
H -1.209 -0.439 -3.722
N 4.535 -0.970 5.005
C 3.316 -0.858 4.412
O 2.313 -1.336 4.901
C 3.272 -0.156 3.082
C 4.253 0.700 2.614
C 4.082 1.312 1.380
C 2.928 1.038 0.668
N 1.974 0.217 1.108
C 2.147 -0.367 2.289
H 4.579 -1.502 5.857
H 5.389 -0.757 4.528
H 5.139 0.924 3.197
H 4.822 1.990 0.978
H 2.750 1.494 -0.301
H 1.374 -1.043 2.630
```

Summary:
LUMO energy (spin up / spin down) ... -0.1 / -0.1 eV
Maximum force ... 0.01290 Eh/bohr
Energy above the lowest of the compared OMol25 structures with the same formula, charge and spin ... 1.2 kcal/mol
Multiplicity ... 6

***

Below is a structure of composition C15H23CdN4O7S, with properties calculated with wB97M-V/def2-TZVPD.

XYZ file:
```
51
C15H23CdN4O7S, DFT wB97M-V/def2-TZVPD
Cd 7.604 8.442 8.915
C 7.126 11.306 10.997
C 8.643 11.115 10.777
N 9.092 9.718 10.716
C 9.134 9.066 12.011
C 7.812 8.623 12.659
S 6.695 7.711 11.594
C 5.159 8.675 11.632
C 5.026 9.936 10.750
N 6.234 10.510 10.133
H 6.897 12.380 10.870
H 6.869 11.068 12.042
H 9.155 11.637 11.610
H 8.951 11.609 9.829
H 10.013 9.701 10.278
H 9.696 9.687 12.738
H 9.776 8.154 11.874
H 7.282 9.466 13.139
H 8.095 7.930 13.470
H 4.932 8.882 12.701
H 4.419 7.942 11.295
H 4.484 10.713 11.360
H 4.353 9.645 9.931
H 5.924 11.032 9.315
N 9.178 6.561 8.909
C 8.382 5.315 8.799
C 6.821 5.462 8.616
O 6.262 4.360 8.490
O 6.237 6.653 8.578
H 9.695 6.728 8.025
H 9.839 6.518 9.693
H 8.501 4.684 9.702
H 8.749 4.685 7.962
O 4.953 13.461 4.482
C 4.403 12.782 5.387
O 3.239 12.870 5.888
C 5.175 11.686 5.985
C 4.472 10.510 6.318
C 5.208 9.477 6.845
N 6.540 9.560 7.069
C 7.225 10.688 6.807
C 6.559 11.762 6.185
C 8.664 10.813 7.206
O 9.256 11.898 7.084
O 9.222 9.722 7.734
H 3.407 10.443 6.131
H 4.766 8.531 7.172
H 7.137 12.653 5.928
O 9.828 7.524 6.280
H 9.459 8.359 6.618
H 9.237 7.173 5.584
```

Summary:
Charge ... -1
LUMO energy ... 1.8 eV
Maximum force ... 0.04996 Eh/bohr
Energy above the lowest of the compared OMol25 structures with the same formula, charge and spin ... 0.0 kcal/mol

***

Below is a structure of composition C5H5NO2, with properties calculated with wB97M-V/def2-TZVPD.

XYZ file:
```
13
C5H5NO2, DFT wB97M-V/def2-TZVPD
C 0.314 -0.799 -0.871
C -0.187 -1.282 0.463
C -0.050 -0.043 1.318
C 0.472 0.719 -0.475
C -0.774 0.936 0.327
H 0.443 -2.056 0.788
H -1.187 -1.766 0.322
H -0.244 -0.101 2.407
H 1.925 -0.177 0.540
H 0.897 1.405 -1.265
N 1.184 0.487 0.837
O 0.667 -1.381 -1.880
O -1.763 1.643 0.227
```

Summary:
LUMO energy ... 0.4 eV
Maximum force ... 0.05897 Eh/bohr
Energy above the lowest of the compared OMol25 structures with the same formula, charge and spin ... 62.2 kcal/mol

***

Below is a structure of composition C18H22IrN12O2, with properties calculated with wB97M-V/def2-TZVPD.

XYZ file:
```
55
C18H22IrN12O2, DFT wB97M-V/def2-TZVPD
Ir 0.356 -0.354 -0.209
N 0.442 2.823 -3.178
C 0.622 1.646 -2.618
N 0.223 1.347 -1.404
C -0.504 2.320 -0.649
N -1.066 2.035 0.502
N -0.869 0.734 0.885
C -1.460 0.156 1.862
C -1.078 -1.252 2.082
C -1.655 -2.017 3.073
C -1.250 -3.339 3.236
C -0.267 -3.845 2.411
C 0.281 -3.025 1.434
N -0.102 -1.765 1.260
C -0.654 3.640 -1.213
C -1.281 4.684 -0.518
C -1.401 5.921 -1.109
C -0.908 6.143 -2.399
C -0.292 5.130 -3.107
C -0.170 3.886 -2.503
H 0.754 2.963 -4.131
H 1.118 0.887 -3.210
H -2.189 0.694 2.458
H -2.419 -1.586 3.706
H -1.703 -3.958 3.998
H 0.078 -4.865 2.507
H 1.052 -3.394 0.771
H -1.670 4.502 0.473
H -1.885 6.728 -0.577
H -1.010 7.119 -2.853
H 0.083 5.299 -4.109
N 1.873 -1.487 -1.315
N 1.377 -2.049 -2.511
C 0.032 -2.200 -2.648
N -0.432 -2.920 -3.643
N -0.673 -1.574 -1.701
N -2.076 -1.765 -1.607
O -2.663 -2.408 -2.440
O -2.532 -1.229 -0.633
H 2.580 -0.795 -1.563
H 2.349 -2.209 -0.774
H 2.025 -2.555 -3.099
H 0.177 -3.408 -4.282
H -1.437 -3.014 -3.744
C 3.469 2.374 3.164
N 3.275 0.946 2.817
C 3.989 -0.064 3.624
C 2.553 0.621 1.810
N 1.886 0.353 0.891
H 4.533 2.596 3.137
H 3.071 2.545 4.162
H 2.944 2.995 2.443
H 5.053 0.162 3.603
H 3.817 -1.053 3.207
H 3.617 -0.023 4.646
```

Summary:
Charge ... +3
LUMO energy ... -9.4 eV
Maximum force ... 0.04638 Eh/bohr

***

Below is a cluster of 5 separate species, C29H50Br8FN3O6PS in total, with properties calculated with wB97M-V/def2-TZVPD.

XYZ file:
```
99
C29H50Br8FN3O6PS, DFT wB97M-V/def2-TZVPD
C -2.484 -3.729 -1.389
C -1.425 -4.604 -0.497
C -1.759 -6.217 -0.672
C 0.063 -4.395 -1.235
C -1.227 -4.114 1.048
C -2.596 -3.836 1.895
C -2.131 -3.772 3.501
C -3.732 -5.014 1.813
C -3.278 -2.340 1.606
C -2.444 -1.003 2.062
C -3.135 0.457 1.762
C -4.618 0.562 1.040
O -5.119 1.935 0.776
C -5.260 2.185 -0.667
C -3.910 2.736 -1.415
O -2.661 2.059 -1.032
C -1.824 1.723 -2.193
C -0.449 0.893 -1.839
N 0.675 1.737 -1.273
C 1.928 2.177 -2.013
S 2.514 1.877 -3.768
O 2.766 0.334 -3.925
O 3.892 2.612 -3.987
F 1.432 2.437 -4.976
C 2.952 3.058 -1.082
N 2.215 3.089 0.242
P 2.922 3.940 1.655
N 1.599 4.538 2.750
O 3.847 5.357 1.117
C 0.885 2.327 0.114
O -0.033 2.222 1.267
C -5.483 -0.761 0.598
C -4.788 -2.243 0.901
H -3.570 -4.163 -1.445
H -2.417 -2.613 -1.045
H -2.070 -3.751 -2.508
H -1.571 -6.468 -1.818
H -1.154 -6.895 0.065
H -2.940 -6.325 -0.528
H 0.650 -3.465 -0.803
H 0.703 -5.346 -0.901
H 0.002 -4.426 -2.403
H -0.606 -3.095 1.062
H -0.537 -4.895 1.630
H -2.948 -3.133 4.045
H -1.129 -3.136 3.531
H -2.022 -4.844 3.959
H -4.458 -4.841 2.742
H -4.309 -5.061 0.794
H -3.195 -6.050 2.026
H -1.395 -1.037 2.580
H -2.526 1.414 2.083
H -5.659 1.281 -1.293
H -6.077 3.049 -0.775
H -3.835 3.897 -1.264
H -4.061 2.517 -2.578
H -1.553 2.655 -2.848
H -2.473 1.004 -2.885
H -0.646 -0.012 -1.092
H -0.027 0.414 -2.844
H 3.990 3.497 -1.404
H 1.270 3.690 3.297
H 0.820 4.896 2.128
H 3.406 6.190 1.511
H -0.115 1.278 1.597
H -6.557 -0.673 0.084
H -5.411 -3.177 0.553
Br 3.951 8.064 -1.262
C 5.745 8.829 -1.262
C 6.565 8.298 -0.109
Br 6.057 9.150 1.570
H 5.629 9.916 -1.247
H 6.182 8.527 -2.218
H 7.623 8.542 -0.243
H 6.462 7.219 0.036
Br -2.918 -2.057 -4.895
C -1.498 -2.831 -5.985
C -1.891 -4.193 -6.508
Br -1.744 -5.552 -5.116
H -0.595 -2.846 -5.370
H -1.359 -2.127 -6.811
H -1.203 -4.518 -7.294
H -2.915 -4.234 -6.887
Br 9.989 7.576 1.589
C 10.581 6.053 0.525
C 10.998 6.483 -0.862
Br 9.445 6.836 -1.989
H 9.764 5.326 0.527
H 11.432 5.637 1.072
H 11.540 5.679 -1.369
H 11.610 7.389 -0.870
Br -1.131 -6.104 6.632
C -2.788 -5.830 7.623
C -3.909 -6.669 7.057
Br -4.610 -5.893 5.410
H -2.997 -4.757 7.604
H -2.559 -6.133 8.648
H -4.760 -6.692 7.744
H -3.609 -7.695 6.824
```

Summary:
Charge ... +1
LUMO energy ... -4.7 eV
Maximum force ... 0.15744 Eh/bohr